{"formula": "C13H23N2O5PSY", "method": "ωB97M-V/def2-TZVPD", "charge": 2, "energy_ha": -1772.32834, "homo_lumo_gap_ev": [8.44, 7.81], "s_squared": 0.78, "homo_ev": [-14.76, -16.05], "multiplicity": 2, "elements": ["C", "C", "N", "C", "C", "C", "C", "C", "P", "H", "H", "H", "C", "C", "H", "H", "H", "C", "C", "H", "H", "H", "H", "H", "H", "H", "H", "H", "H", "H", "H", "C", "O", "Y", "O", "H", "H", "N", "C", "S", "O", "O", "O", "H", "H", "H"], "positions_angstrom": [[2.28009, -1.47336, -1.39155], [2.36372, 0.00658, -1.03516], [1.44286, 0.48626, -0.17489], [1.58120, 1.76305, 0.35328], [2.55623, 2.61783, -0.22602], [3.44119, 2.13405, -1.16962], [3.37818, 0.79071, -1.55745], [0.78111, 2.15415, 1.44746], [-0.58446, 1.24856, 2.15830], [4.08052, 0.33718, -2.25336], [2.59332, 3.65318, 0.11493], [4.21196, 2.77519, -1.59064], [0.25679, -1.62280, -2.74742], [0.84379, -3.43905, -1.21462], [0.91893, 3.19061, 1.78112], [2.84415, -2.06273, -0.64623], [2.76952, -1.63468, -2.36516], [-1.99495, 2.42233, 2.04292], [-0.19829, 1.37216, 3.93818], [-2.93588, 1.86764, 2.19012], [-1.90483, 3.19700, 2.82392], [-2.01895, 2.89252, 1.04823], [-0.79839, 0.64127, 4.49971], [0.87253, 1.17798, 4.08826], [-0.43344, 2.38737, 4.29279], [1.27649, -3.99936, -2.06029], [1.42713, -3.66602, -0.30943], [-0.19571, -3.76776, -1.06549], [0.80167, -2.10524, -3.57808], [-0.79169, -1.95527, -2.75585], [0.29696, -0.53231, -2.89106], [-2.49705, -1.25165, 1.93605], [-3.17613, -1.75384, 2.71625], [-0.49988, -0.85086, 0.20176], [1.04531, -1.52350, 1.91253], [0.74302, -1.13092, 2.77328], [1.93709, -1.13790, 1.77089], [0.87856, -1.97768, -1.44514], [-3.88835, 0.02181, -2.25098], [-3.14324, -0.31393, -0.68277], [-2.41764, -1.64994, -0.81560], [-4.06106, -0.23348, 0.43274], [-1.98431, 0.67564, -0.60130], [-4.01054, 1.10545, -2.36172], [-4.85919, -0.48310, -2.28950], [-3.22831, -0.35312, -3.04340]], "atomic_forces_ev_per_a": [[-0.12, 0.03, -0.27], [-0.62, -0.08, 0.16], [0.44, -0.04, 0.20], [0.17, -0.42, -0.69], [-0.18, 0.18, 0.46], [0.20, -0.20, -0.15], [0.07, 0.23, 0.11], [0.27, 1.19, -0.59], [-0.31, 0.66, 0.13], [-0.06, 0.29, 0.13], [0.13, -0.30, -0.11], [-0.21, -0.03, 0.08], [0.00, -0.05, -0.16], [0.05, -0.22, 0.12], [0.08, -0.35, -0.03], [-0.23, 0.26, -0.23], [-0.04, -0.04, 0.27], [-0.14, 0.11, -0.16], [0.17, -0.28, 0.25], [0.29, 0.21, -0.06], [-0.02, -0.32, -0.39], [-0.05, -0.23, 0.35], [0.20, 0.28, -0.03], [-0.29, -0.01, 0.17], [0.16, -0.39, -0.07], [-0.16, 0.18, 0.24], [-0.25, -0.02, -0.28], [0.25, 0.04, -0.15], [-0.22, 0.15, 0.26], [0.37, 0.08, -0.03], [-0.03, -0.27, 0.02], [-1.78, -2.35, 3.04], [2.05, 1.78, -2.40], [-0.39, -0.11, 0.07], [0.12, 0.65, 0.91], [0.46, -0.69, -0.79], [-0.53, -0.36, 0.15], [0.41, 0.27, 0.15], [-0.32, -0.08, -0.08], [0.35, 0.11, -0.72], [-0.47, 0.79, 0.37], [0.48, 0.08, -1.28], [-0.36, -0.62, 0.43], [-0.02, -0.25, 0.23], [0.20, 0.09, 0.02], [-0.12, 0.05, 0.36]]}